No. 1
15
Properties=species:S:1:pos:R:3 method="wB97M-V/def2-TZVPD" relative_energy_kcal_mol=94.2 total_charge=-1 orbital_gap_ev="5.974 / 6.024" molar_mass_g_mol=74.13 multiplicity=2
C -2.53805 0.63153 0.29636
C -2.62086 -0.70576 -0.19537
N 0.49085 -0.25885 -0.17022
C 1.87872 -0.47149 -0.07179
N 2.78130 0.66391 0.24880
H -2.25546 0.81870 1.33796
H -3.28680 1.37847 0.10831
H -1.63436 0.09403 -0.42150
H -3.31946 -0.73766 -1.00771
H -2.38768 -1.59527 0.33844
H 0.29303 0.17936 -1.05176
H 2.17182 -0.86425 -1.01323
H 1.99960 -1.17750 0.81704
H 2.06360 1.24223 0.76625
H 3.13184 1.10072 -0.59908

---

No. 2
8
Properties=species:S:1:pos:R:3 method="wB97M-V/def2-TZVPD" relative_energy_kcal_mol=69.8 orbital_gap_ev=9.517 molar_mass_g_mol=94.48 multiplicity=1
C 0.31136 -0.55638 0.17549
C -1.08532 0.84985 -0.17322
P -0.42890 -1.97729 -0.07409
Cl -2.58960 0.01566 0.07171
H 1.19608 -0.00659 0.50156
H -0.89338 1.35186 -1.07912
H -0.99386 1.39965 0.75825
H 0.79465 -2.91105 -0.22320

---

No. 3
65
Properties=species:S:1:pos:R:3 method="wB97M-V/def2-TZVPD" total_charge=+1 orbital_gap_ev=6.272 molar_mass_g_mol=502.45 multiplicity=1
C -0.15357 5.45725 -3.61376
C 0.12547 5.45006 -1.99460
O 0.84066 4.20408 -1.67850
P -0.21066 2.81608 -1.66748
O -1.75611 3.24195 -1.49260
C 0.19649 1.69592 -0.17540
C 1.79319 1.41989 0.07465
C 2.18009 1.18349 1.68460
N 1.40788 0.01853 2.26283
N 0.06705 0.16291 2.68795
N -0.50095 -0.99574 3.19876
C 0.68870 -1.93901 3.07903
C 0.42072 -3.46233 3.62070
C 1.69273 -4.16916 4.37529
O 2.10892 -5.31337 3.54566
C 1.19634 -6.46028 3.67728
C 0.98072 -7.10212 2.15382
F 0.35945 -6.11911 1.20157
F 0.02825 -8.27292 2.18860
F 2.29025 -7.48407 1.51717
N 1.89062 -1.26647 2.45394
C 3.23765 -1.90613 2.20310
C 3.89588 -1.59131 0.73371
N 5.19543 -1.07126 0.73699
O -0.17955 1.89503 -3.18526
C 1.13602 2.00855 -3.83359
C 0.92065 1.46336 -5.40016
H -0.41290 4.40764 -4.07197
H -1.03526 6.19960 -3.82930
H 0.84153 5.88606 -4.11445
H 0.88416 6.34904 -1.79098
H -0.81189 5.66952 -1.32935
H -0.21889 2.23180 0.78526
H -0.36559 0.65870 -0.34998
H 2.50938 2.22296 -0.43690
H 2.04383 0.39737 -0.48800
H 3.36167 1.06767 1.76432
H 1.90643 2.14692 2.29192
H -0.06032 -4.12905 2.75607
H -0.44279 -3.37495 4.44045
H 1.33354 -4.60537 5.41080
H 2.58515 -3.43809 4.60573
H 1.60253 -7.33456 4.35583
H 0.12331 -6.20107 4.06536
H 3.99161 -1.52947 3.04844
H 3.23554 -3.09384 2.31501
H 3.34963 -1.73734 -0.30987
H 5.51405 -0.87753 -0.23830
H 1.54165 3.10107 -3.94050
H 1.86757 1.28776 -3.22828
H 0.29018 2.31358 -5.94866
H 0.25341 0.47506 -5.40765
H 1.98207 1.29839 -5.86736
O -7.98871 0.89511 -1.66011
C -6.85865 1.24699 -1.36457
O -6.54774 2.45965 -0.81963
C -5.12991 2.57261 -0.70664
C -4.61692 1.15637 -0.70525
C -5.61281 0.44349 -1.58469
H -4.75636 3.14922 -1.55937
H -4.87447 3.09999 0.21707
H -3.58476 1.07203 -1.05550
H -4.66418 0.74566 0.31068
H -5.33474 0.49732 -2.64090
H -5.75264 -0.59416 -1.27303

---

No. 4
5
Properties=species:S:1:pos:R:3 method="wB97M-V/def2-TZVPD" relative_energy_kcal_mol=47.0 orbital_gap_ev="6.557 / 6.537" molar_mass_g_mol=164.92 multiplicity=1
P -0.61568 0.44146 0.97888
P -0.01864 -1.17382 -0.45220
S 0.93210 -0.56783 1.84454
Cl -0.79845 -0.28508 -2.11237
Cl 0.50066 1.58526 -0.25885

---

No. 5
28
Properties=species:S:1:pos:R:3 method="wB97M-V/def2-TZVPD" relative_energy_kcal_mol=0.0 smiles="CC[C@]12CN[P@](=S)(NC1)N(C)C2" orbital_gap_ev=9.060 molar_mass_g_mol=205.27 multiplicity=1
S -1.26006 -2.85388 2.74297
N -1.91252 -1.59874 -0.05117
N -1.06317 -0.03088 1.82687
N 0.75223 -1.56774 0.66519
C 1.87276 -2.06818 1.53927
C 1.10037 2.58157 -1.46840
C -1.52862 -0.59740 -1.04982
C -0.84417 0.95706 0.77860
C 0.82589 -0.44442 -0.37344
C -0.12012 1.56526 -1.70069
C -0.44243 0.34926 -0.59297
P -0.85090 -1.56778 1.32118
H -2.85195 -1.43465 0.26856
H -0.40920 0.13385 2.62013
H 2.73377 -2.10982 1.03743
H 1.57188 -3.01840 1.93082
H 2.16397 -1.35686 2.28121
H 2.07325 2.07051 -1.38276
H 1.16340 3.38494 -2.20737
H 1.08025 3.01345 -0.46150
H -2.37434 -0.09139 -1.60564
H -1.05255 -1.21003 -1.83971
H -1.93083 1.28410 0.45861
H -0.34204 1.89431 1.11247
H 1.09727 -0.91356 -1.31080
H 1.52806 0.28386 -0.00666
H -1.03077 2.16804 -1.80647
H 0.05056 1.17755 -2.72588

---

No. 6
16
Properties=species:S:1:pos:R:3 method="wB97M-V/def2-TZVPD" relative_energy_kcal_mol=10.0 smiles=CC.CC orbital_gap_ev=12.745 molar_mass_g_mol=60.14 multiplicity=1
C -0.85595 -1.68645 -1.19837
C 0.59798 -1.44294 -1.67205
H -1.06821 -2.63596 -0.70275
H -1.24429 -0.86163 -0.60968
H -1.50274 -1.77029 -2.07717
H 1.03981 -0.57833 -1.18685
H 0.50958 -1.30948 -2.74971
H 1.26491 -2.29613 -1.55908
C -0.43228 1.15664 1.13218
C 0.68791 1.98059 1.75884
H -1.42858 1.16165 1.57910
H -0.69638 1.53368 0.13670
H -0.06002 0.14215 1.01342
H 0.67938 3.02516 1.46159
H 0.82395 1.85298 2.83437
H 1.64142 1.55299 1.42074